The following is a quantum chemistry calculation of a single C5H8O molecule, from OMol25.

```
! wB97M-V def2-TZVPD RIJCOSX def2/J DEFGRID3
* xyz 0 1
C 2.887 0.104 -0.251
C 1.479 -0.193 -0.166
C 0.285 -0.160 -0.009
C -1.065 -0.492 -0.442
C -2.208 -0.090 0.466
O -2.194 1.290 0.747
H 3.015 0.586 0.716
H 3.567 -0.749 -0.289
H 3.076 0.768 -1.105
H -1.176 0.000 -1.413
H -1.042 -1.574 -0.602
H -3.142 -0.300 -0.061
H -2.191 -0.695 1.385
H -1.292 1.506 1.022
*
```

Summary:
frontier orbital gap = 10.32 eV
SMILES = CC#CCCO
largest force on an atom = 1.0 eV Å⁻¹

Löwdin atomic charge list, values in e, 6 entries: atom 1 (C): -0.104, atom 2 (C): -0.095, atom 3 (C): -0.050, atom 4 (C): -0.206, atom 5 (C): -0.289, atom 6 (O): -0.064